Record 1
A gas-phase ion, C4H10N3 (charge +1). Source: the OMol25 dataset; level of theory: wB97M-V/def2-TZVPD.

Last column: natural (NBO) charge in e.
Cartesian coordinates (Å):
C 1.2030 0.4470 -0.6456  -0.243
C -0.4565 0.6950 1.1765  -0.241
C -0.2023 0.9672 -0.3128  -0.084
C 0.2383 -1.4621 0.4121  0.417
N 1.1410 -0.9818 -0.4064  -0.517
N -0.3865 -0.7467 1.3138  -0.517
N -1.1253 0.1000 -1.0270  -0.859
H 1.4562 0.6287 -1.6908  0.236
H 1.9652 0.9156 -0.0194  0.231
H 0.2787 1.1889 1.8137  0.231
H -1.4511 1.0325 1.4707  0.235
H -0.2814 2.0389 -0.5310  0.229
H 0.1184 -2.5393 0.4484  0.241
H 1.6043 -1.5988 -1.0577  0.438
H -1.0339 -1.2012 1.9415  0.437
H -2.0894 0.3680 -0.8549  0.384
H -0.9786 0.1481 -2.0310  0.382

Atomic forces in eV per Å
C -0.14 0.62 0.07
C 0.09 0.58 -0.26
C 0.10 0.03 0.12
C 0.71 -0.98 0.72
N 0.21 -0.20 -0.09
N -0.08 -0.24 0.26
N -0.71 0.66 -0.78
H -0.02 -0.08 0.05
H -0.05 -0.02 -0.08
H -0.05 -0.01 -0.03
H 0.05 -0.06 0.00
H 0.06 -0.19 0.08
H -0.07 0.07 -0.04
H -0.19 -0.12 0.17
H 0.11 -0.14 -0.19
H 0.05 0.01 -0.07
H -0.07 0.05 0.06

Computed properties:
F_max, hartree/bohr: 0.0274
HOMO level, eV: -14.066
Electronic energy, hartree: -322.4580
LUMO level, hartree: -0.1092
Charge: +1
Relative energy (zero: lowest compared OMol25 entry of this formula, charge and spin), kJ/mol: 6.7
Structure (SMILES): N[C@@H]1CNC=[NH+]C1

=====

Record 2
A gas-phase ion, C4H10N3O (charge +1). Source: the OMol25 dataset; level of theory: wB97M-V/def2-TZVPD.

Last column: Löwdin spin population.
Cartesian coordinates (Å):
C -0.5512 -0.7268 -0.0523  0.096
C 0.3128 -0.0765 -1.1316  0.022
C 1.5402 0.5142 -0.3620  0.003
C -2.4768 0.6257 -0.5038  1.256
N 1.1939 1.0253 0.9046  0.002
N -1.7617 -0.3012 0.2885  0.143
N 0.0473 -1.6615 0.6536  0.077
O -3.6336 0.6798 0.1008  0.344
H 0.6736 -0.8320 -1.8226  0.001
H -0.1946 0.7466 -1.7965  0.015
H 2.3798 -0.2856 -0.1261  0.001
H 2.1514 1.1931 -1.0606  0.000
H 2.0245 1.4742 1.2804  0.000
H 0.5864 1.8196 0.7256  0.001
H -2.4287 -0.6588 1.0252  0.013
H 1.0678 -1.7302 0.3818  0.002
H -0.2609 -2.0195 1.5044  0.003
H -4.0668 1.4807 -0.1448  0.020

Atomic forces in eV per Å
C -0.49 0.15 0.67
C -0.41 1.46 -0.18
C 3.26 -1.61 -1.93
C 1.11 -1.74 1.62
N -0.40 1.71 0.57
N 0.66 0.30 -1.56
N 2.84 0.31 -2.62
O -1.79 0.80 -0.58
H -0.14 -0.19 -0.10
H 0.57 -1.58 1.62
H -1.77 0.89 -0.77
H -1.22 -0.59 0.77
H -0.02 -0.23 0.39
H -0.33 0.16 0.38
H 1.65 0.03 -0.80
H -1.77 -0.41 1.04
H -0.57 -0.61 1.47
H -1.19 1.14 0.02

Computed properties:
<S²>: 2.010
F_max, hartree/bohr: 0.0800
HOMO level (alpha / beta), eV: -11.270 / -13.707
Electronic energy, hartree: -397.5108
LUMO level (alpha / beta), hartree: -0.1106 / -0.2280
Charge: +1
Relative energy (zero: lowest compared OMol25 entry of this formula, charge and spin), kJ/mol: 79.6
Spin multiplicity: 3

=====

Record 3
2 unconnected molecules or ions with the total composition C4H10N3O2. Source: the OMol25 dataset; level of theory: wB97M-V/def2-TZVPD.

Last column: natural (NBO) charge in e.
Cartesian coordinates (Å):
C -0.2890 -0.0004 2.1478  -0.679
C -1.0420 0.0104 -1.2046  -0.456
C 1.2507 0.6312 -1.4671  -0.440
C 0.4888 -0.8158 1.3137  0.188
N 0.0612 -1.9377 0.8891  -0.425
N 0.0984 0.7546 -0.5338  -0.715
N 0.9047 -2.7653 0.3187  0.612
O 2.0810 -2.6456 0.2656  -0.426
O 0.3076 -3.7751 -0.1843  -0.495
H -0.3578 0.9372 1.6869  0.275
H -1.2924 -0.4432 2.2867  0.209
H 0.2330 0.1126 3.1387  0.197
H -1.8559 0.1332 -0.5571  0.177
H -1.2137 0.3335 -2.2711  0.145
H -0.8690 -1.0568 -1.1609  0.162
H 1.6579 -0.4262 -1.4958  0.144
H 0.9574 0.8110 -2.4743  0.152
H 2.2097 1.2751 -1.1337  0.154
H 1.4180 -0.3415 0.9170  0.219

Atomic forces in eV per Å
C -1.57 -0.02 3.36
C 2.77 1.24 0.24
C 1.38 -0.40 2.68
C 3.01 1.97 -3.58
N -1.94 -0.69 1.48
N -0.06 -0.90 -1.56
N -2.96 -3.56 -2.33
O 2.89 0.72 0.28
O 1.14 1.07 0.55
H -0.20 1.54 -0.48
H 0.40 0.28 0.16
H -0.59 -0.07 -0.56
H -1.75 0.53 0.52
H -0.11 -0.20 0.86
H 0.28 -0.83 -0.48
H -0.23 0.56 0.02
H -0.04 0.71 -1.20
H -2.20 -1.02 -0.79
H -0.23 -0.95 0.83

Computed properties:
F_max, hartree/bohr: 0.1007
HOMO level (alpha / beta), eV: -2.472 / -2.470
Electronic energy, hartree: -472.9666
LUMO level (alpha / beta), hartree: 0.1423 / 0.1423
Charge: -1
Relative energy (zero: lowest compared OMol25 entry of this formula, charge and spin), kJ/mol: 424.9

=====

Record 4
A single C4H10N4 molecule. Source: the OMol25 dataset; level of theory: wB97M-V/def2-TZVPD.

Last column: natural (NBO) charge in e.
Cartesian coordinates (Å):
C -2.3261 0.6226 -0.1994  -0.619
C -1.2574 -0.3749 -0.6245  -0.253
C -0.0346 -0.8890 1.2524  0.254
C 1.1945 1.0479 0.5377  0.302
H -3.2867 0.0415 -0.0312  0.212
H -2.6065 1.2296 -1.1396  0.210
H -2.0752 1.2784 0.6110  0.220
H -1.6084 -0.9660 -1.4496  0.197
H -0.3727 0.2077 -1.0503  0.156
H 0.1825 -1.5280 2.0971  0.178
H 1.3885 2.1738 0.6061  0.187
H 2.8019 1.1080 -0.7300  0.380
H 1.5006 -1.2725 -1.0419  0.363
H 2.3444 -1.3495 0.4325  0.350
N -0.7767 -1.3064 0.3171  -0.478
N 0.4593 0.4063 1.3640  -0.557
N 2.1322 0.4710 -0.3985  -0.471
N 2.3404 -0.9005 -0.5527  -0.631

Atomic forces in eV per Å
C -2.10 -0.72 -2.16
C 1.73 1.46 -1.83
C 0.55 0.51 -0.24
C 2.45 -0.83 -0.32
H 1.09 0.75 0.41
H 0.66 -0.60 1.46
H 0.12 0.14 0.42
H -0.48 -0.05 -0.56
H -0.99 -0.40 0.20
H 0.19 -0.25 0.09
H -0.62 -1.55 0.02
H 1.04 0.37 -0.59
H 0.82 0.08 0.57
H 0.01 0.87 -2.11
N -0.62 -0.87 1.74
N -0.03 1.11 -0.61
N -3.05 0.78 2.01
N -0.76 -0.79 1.50

Computed properties:
F_max, hartree/bohr: 0.0726
HOMO level, eV: -8.815
Electronic energy, hartree: -377.3517
LUMO level, hartree: 0.0325
Relative energy (zero: lowest compared OMol25 entry of this formula, charge and spin), kJ/mol: 249.7
Structure (SMILES): CC/N=C\N=C/NN

=====

Record 5
3 unconnected molecules or ions with the total composition C4H10N4. Source: the OMol25 dataset; level of theory: wB97M-V/def2-TZVPD.

Last column: natural (NBO) charge in e.
Cartesian coordinates (Å):
C -2.1489 0.3117 0.5144  -0.475
C -0.3258 0.4869 -0.9755  0.357
C 0.6548 0.6784 -0.0725  -0.440
C 1.1462 -0.4594 0.8599  0.419
H -2.6612 -0.8529 1.3985  0.212
H -1.0603 0.7597 1.3703  0.266
H -2.9064 1.3573 0.2117  0.226
H -2.0836 -0.7899 -1.4665  0.416
H 0.6693 1.9739 -1.7598  0.418
H -1.2281 1.6974 -2.4348  0.387
H 1.2774 1.5955 0.1308  0.251
H -0.4265 -1.4225 0.4967  0.418
H 0.8330 -2.4315 1.6273  0.414
H 2.7956 -1.1756 1.8080  0.324
N -1.4204 -0.2539 -0.6595  -0.731
N -0.2704 1.3039 -2.0722  -0.812
N 0.5523 -1.6948 0.8475  -0.871
N 2.4004 -0.3289 1.4071  -0.778

Atomic forces in eV per Å
C 0.88 0.23 3.57
C 1.05 2.00 0.02
C 2.11 -1.85 3.02
C 5.78 -0.05 0.99
H 0.96 3.78 -2.93
H -3.97 -1.27 -2.83
H 1.93 -3.61 1.22
H 2.61 2.40 2.87
H -3.81 -1.83 -2.07
H 2.69 -0.47 1.10
H -0.74 -1.07 -0.93
H 1.20 -2.26 1.04
H -1.30 2.50 -2.38
H -0.66 -0.24 0.02
N -4.02 -2.45 -1.14
N 0.86 2.70 -0.41
N -1.93 0.02 0.62
N -3.64 1.47 -1.78

Computed properties:
F_max, hartree/bohr: 0.1139
HOMO level, eV: -7.696
Electronic energy, hartree: -377.1728
LUMO level, hartree: 0.0128
Relative energy (zero: lowest compared OMol25 entry of this formula, charge and spin), kJ/mol: 719.4

=====

Record 6
A single C4H10N4 molecule. Source: the OMol25 dataset; level of theory: wB97M-V/def2-TZVPD.

Last column: natural (NBO) charge in e.
Cartesian coordinates (Å):
C -0.8871 1.8535 -0.5544  -0.645
C 1.0980 -0.2132 -0.0894  0.316
C -0.1921 -0.7360 0.3423  0.265
N 1.8843 -0.8224 -1.0464  -0.821
N -0.3368 -1.2290 1.6761  -0.835
N -1.0057 -1.4471 -0.5356  -0.839
C -0.0278 1.3881 0.5952  -0.007
N 1.2902 0.9908 0.4102  -0.515
H 2.7007 -0.2911 -1.3110  0.400
H 2.0003 -1.8245 -0.9786  0.384
H -1.2687 -1.0527 2.0358  0.368
H 0.3308 -0.7854 2.2954  0.380
H -0.8197 -1.3125 -1.5176  0.386
H -1.2061 -2.4085 -0.2879  0.381
H -0.2222 1.9354 1.5235  0.164
H -1.9484 1.6613 -0.3685  0.212
H -0.7745 2.9366 -0.7015  0.204
H -0.6152 1.3567 -1.4876  0.201

Atomic forces in eV per Å
C 0.11 0.14 0.03
C 0.16 0.72 0.13
C -0.44 1.02 0.36
N -0.10 0.11 0.18
N 0.19 -0.19 0.02
N -0.09 -0.05 -0.08
C -0.62 -1.23 -0.18
N 0.56 -0.57 -0.43
H -0.02 -0.16 0.03
H 0.08 0.17 0.00
H 0.08 0.03 -0.12
H -0.02 0.00 -0.09
H 0.03 0.00 0.09
H 0.03 0.14 0.06
H -0.06 -0.04 -0.02
H 0.08 -0.01 0.04
H -0.01 -0.08 -0.05
H 0.04 0.01 0.03

Computed properties:
F_max, hartree/bohr: 0.0270
HOMO level, eV: -6.860
Electronic energy, hartree: -377.3595
LUMO level, hartree: 0.0353
Relative energy (zero: lowest compared OMol25 entry of this formula, charge and spin), kJ/mol: 229.3
Structure (SMILES): C/C=N\C(N)=C(N)N

=====

Record 7
A single C4H10N4 molecule. Source: the OMol25 dataset; level of theory: wB97M-V/def2-TZVPD.

Last column: natural (NBO) charge in e.
Cartesian coordinates (Å):
C -3.4531 0.2852 -0.4203  -0.485
C -1.3428 -0.7825 0.1636  0.266
C 0.8373 -0.2182 0.3056  0.528
C 0.5503 1.4106 0.6317  -0.771
H -3.4312 0.8282 0.7704  0.226
H -3.8742 1.1537 -1.3100  0.240
H -3.8781 -0.9232 -0.4562  0.212
H -1.9990 -1.7690 0.5064  0.113
H 0.1390 2.2620 -0.1959  0.286
H 1.5373 1.3909 1.2524  0.229
H -0.2297 1.4735 1.5235  0.246
H 2.1837 -1.6121 -0.1584  0.391
H 2.3487 1.0534 -1.1709  0.374
H 3.8222 0.6779 0.0421  0.366
N -1.8738 0.2433 -0.3052  -0.499
N -0.0123 -1.0887 0.3698  -0.578
N 2.1570 -0.6452 0.0077  -0.497
N 3.1337 0.2470 -0.7704  -0.647

Atomic forces in eV per Å
C 1.77 0.77 2.26
C -2.45 -3.87 1.85
C 2.79 4.69 -1.30
C 0.16 -1.20 1.60
H -1.64 -1.60 -3.61
H 1.46 -3.16 2.86
H 0.84 3.85 0.05
H 1.14 2.36 -0.90
H 1.99 -2.73 2.19
H -1.19 1.94 -1.45
H 1.27 -0.53 -2.21
H 0.38 -1.18 -0.78
H 3.51 -2.48 1.66
H -2.60 -0.88 -2.72
N -1.98 0.84 -1.84
N -2.71 -2.49 -0.43
N 0.09 3.85 0.47
N -2.82 1.83 2.28

Computed properties:
F_max, hartree/bohr: 0.1090
HOMO level, eV: -8.596
Electronic energy, hartree: -377.1780
LUMO level, hartree: 0.0250
Relative energy (zero: lowest compared OMol25 entry of this formula, charge and spin), kJ/mol: 705.6
Structure (SMILES): C/N=C/N=C(\C)NN